Computed, not measured: a structure of composition C25H41BN4PtS2, with ωB97M-V/def2-TZVPD.

CARTESIAN COORDINATES (ANGSTROEM)
Pt  -0.67227  -0.66617  0.72730
C  1.28696  -0.40493  1.65221
C  1.45543  0.50355  0.50976
C  0.48691  1.52640  0.66907
C  -0.23834  1.21611  1.91547
C  0.38382  0.15279  2.60057
C  0.09272  -0.34173  3.99914
C  -1.41113  -0.30342  4.28618
C  0.81946  0.58051  4.98856
C  0.60100  -1.77273  4.17954
C  0.14745  2.80068  -0.10907
C  1.37435  3.71523  -0.23064
C  -0.46258  2.51471  -1.48773
C  -0.89791  3.60846  0.67337
C  2.61007  0.24191  -0.45735
C  2.30329  0.51744  -1.93119
C  3.82377  1.07109  -0.00450
C  3.00459  -1.24263  -0.38985
H  1.90787  -1.26305  1.84233
H  -1.05200  1.79986  2.30920
H  -1.80643  0.71077  4.20822
H  -1.60911  -0.66013  5.29934
H  -1.95334  -0.93432  3.58014
H  0.45731  1.60609  4.90019
H  1.89442  0.58388  4.79939
H  0.65343  0.24644  6.01503
H  0.16384  -2.44078  3.43472
H  0.33046  -2.14081  5.17087
H  1.68800  -1.82390  4.09231
H  2.15204  3.29496  -0.86095
H  1.80633  3.91133  0.75246
H  1.07850  4.67236  -0.66629
H  0.25357  2.10645  -2.19358
H  -0.86220  3.43863  -1.91504
H  -1.27423  1.79528  -1.38706
H  -0.52858  3.89972  1.65774
H  -1.82081  3.04540  0.80831
H  -1.13316  4.51945  0.12054
H  2.15535  1.57042  -2.14621
H  1.41538  -0.03477  -2.24880
H  3.14699  0.18332  -2.53913
H  3.62027  2.13867  -0.04272
H  4.68436  0.86251  -0.64508
H  4.09519  0.81850  1.02209
H  2.12626  -1.86968  -0.55535
H  3.44962  -1.51340  0.56716
H  3.74327  -1.45885  -1.16367
C  1.94029  -4.26685  -1.09429
N  0.88548  -3.64612  -1.86906
C  0.83077  -3.62000  -3.24679
C  -0.35687  -3.06145  -3.57122
N  -1.03210  -2.75687  -2.41131
B  -2.57241  -2.43910  -2.36497
N  -2.88412  -0.90586  -2.40772
C  -3.17914  -0.23047  -3.56888
C  -3.67307  0.98572  -3.24995
N  -3.66629  1.05847  -1.87545
C  -4.17418  2.16914  -1.09896
C  -3.17048  -0.09776  -1.37206
S  -2.98583  -0.39376  0.32334
C  -0.26114  -3.11842  -1.37704
S  -0.60149  -2.95184  0.31219
H  2.90037  -4.05021  -1.55967
H  1.78775  -5.34531  -1.04845
H  1.91495  -3.86208  -0.08495
H  1.62915  -4.00262  -3.85612
H  -0.79516  -2.88066  -4.53548
H  -3.03179  -2.90662  -1.36859
H  -3.02719  -2.89900  -3.38429
H  -3.04547  -0.69259  -4.52978
H  -4.02907  1.79452  -3.86156
H  -4.04641  3.08589  -1.67101
H  -3.61745  2.22856  -0.16817
H  -5.22923  2.02362  -0.86677

Calculated values
Spin multiplicity ... 1
Energy ... -58147.5026 eV
Total charge ... 0

Here are the Löwdin charges for atoms 1 to 6, given in e: Pt 0.671; C -0.173; C -0.179; C -0.158; C -0.132; C -0.300

Computed, not measured: a structure of composition C25H41F3O2P2Ti at a distorted geometry, with ωB97M-V/def2-TZVPD.

CARTESIAN COORDINATES (ANGSTROEM)
Ti  0.04843  -0.23905  1.73813
C  -0.92558  -1.95690  2.78496
C  0.41537  -2.31135  2.33363
C  0.61150  -0.69984  4.01716
C  -0.78477  -0.97819  3.83849
C  1.36248  -1.49756  3.08377
C  -2.19642  -2.63043  2.40102
H  -2.13759  -3.05325  1.39437
H  -3.02900  -1.92077  2.43616
H  -2.44311  -3.45422  3.08625
C  -1.84804  -0.48804  4.74997
H  -2.81862  -0.93464  4.51032
H  -1.94836  0.60632  4.69031
H  -1.61023  -0.74653  5.79358
C  1.16300  0.11723  5.12623
H  1.23199  -0.47976  6.05053
H  0.51437  0.97566  5.35468
H  2.17214  0.48584  4.90520
C  2.84608  -1.62111  3.05420
H  3.21290  -2.31000  3.82809
H  3.31704  -0.65059  3.24087
H  3.19879  -2.00349  2.09170
C  0.76320  -3.42378  1.40233
H  0.97311  -4.35804  1.94678
H  1.66330  -3.19215  0.81674
H  -0.06225  -3.64345  0.71453
C  -1.62184  1.04648  -3.98294
C  -1.80630  -0.26272  -4.21619
C  -1.00717  -1.10935  -5.17093
C  0.45152  -0.65478  -5.39595
C  1.19930  -0.20159  -4.17755
C  1.33597  1.08470  -3.80315
C  0.60725  2.25238  -4.41248
C  -0.82594  1.95587  -4.88106
H  -1.48984  -1.15617  -6.16279
H  0.48465  0.12202  -6.17364
H  -1.01751  -2.14030  -4.78024
H  -0.80656  1.54992  -5.90271
H  -2.20168  1.55056  -3.19635
H  -2.69123  -0.76721  -3.79544
H  -1.35744  2.91656  -4.94725
H  0.58638  3.05727  -3.65960
H  2.05839  1.36972  -3.02450
H  1.16883  2.64696  -5.27677
H  0.98860  -1.52656  -5.80026
H  1.73584  -1.00488  -3.65957
P  -1.31812  0.02076  -0.30542
C  -2.79385  1.02907  -0.35384
C  -1.50305  -1.54069  -1.21189
P  1.59755  0.50009  -0.11906
C  0.05573  1.02266  -1.03863
C  2.60664  -0.63329  -1.09866
C  2.57269  1.98598  0.22194
H  -2.78673  1.67831  0.53533
H  -3.67045  0.36978  -0.29330
H  -2.83389  1.63539  -1.26764
H  -1.50899  -1.38212  -2.29839
H  -2.45789  -1.99891  -0.90734
H  -0.69343  -2.24241  -0.96229
H  2.71766  2.58957  -0.68506
H  3.55010  1.66727  0.61469
H  2.07553  2.59097  0.99522
H  -0.12574  2.09963  -0.91243
H  0.08790  0.79378  -2.10502
H  3.60707  -0.68592  -0.63919
H  2.69967  -0.30045  -2.13722
H  2.15819  -1.63695  -1.07344
F  -0.78466  3.78683  4.69252
C  -0.36830  3.72790  3.39760
F  -0.95917  4.73503  2.71292
F  0.97772  3.92529  3.37822
C  -0.73926  2.32448  2.77937
O  -1.92126  1.98023  2.73719
O  0.27734  1.63685  2.37320

Calculated values
Spin multiplicity ... 1
Energy ... -80516.8205 eV
Total charge ... +2

Here are the Löwdin charges for atoms 1 to 6, given in e: Ti 0.957; C -0.274; C -0.290; C -0.230; C -0.222; C -0.263

Computed, not measured: a structure of composition C25H41N2PPb at a distorted geometry, with ωB97M-V/def2-TZVPD.

CARTESIAN COORDINATES (ANGSTROEM)
C  4.31206  1.31056  3.09616
C  3.11776  2.00221  3.24812
C  2.04794  1.80363  2.35009
C  2.17617  0.85988  1.32093
C  3.41771  0.22497  1.11801
C  4.46615  0.42131  2.03534
C  0.78633  2.59180  2.61517
C  0.20733  3.50237  1.50397
N  0.53794  3.12736  0.09296
Pb  0.00946  0.66504  0.23760
C  3.74978  -0.70436  -0.03873
P  2.93654  -0.16747  -1.57975
H  2.99307  2.72000  4.07434
H  5.41865  -0.09534  1.87509
H  5.12611  1.45292  3.80356
H  3.44022  -1.74568  0.13104
H  4.81424  -0.67509  -0.29958
H  -0.01517  1.91943  2.94990
H  0.94262  3.26329  3.46646
H  -0.89711  3.52277  1.56940
C  3.19824  -1.37848  -2.88440
C  3.92587  1.25480  -2.10362
H  0.54911  4.55055  1.64481
C  1.86535  3.62413  -0.32511
C  -0.50304  3.62062  -0.84234
H  1.56275  -0.44433  -1.41806
H  1.83169  4.72702  -0.32304
H  2.65542  3.28380  0.35562
H  2.08070  3.27690  -1.34549
H  -0.50912  4.72361  -0.84930
H  -0.29207  3.24993  -1.85131
H  -1.49458  3.26048  -0.53368
H  4.88563  0.80501  -2.43028
H  3.51007  1.79296  -2.97139
H  4.17261  1.97246  -1.30510
H  4.28233  -1.46834  -2.99786
H  2.73736  -2.33394  -2.60231
H  2.70657  -0.98269  -3.78962
H  -0.18086  0.57543  -1.59318
C  -4.57714  -3.09803  -2.96144
C  -3.37659  -2.99761  -2.04177
C  -2.35518  -3.94398  -2.16818
C  -1.24358  -3.90930  -1.31783
C  -0.16070  -4.94331  -1.47635
C  -1.16037  -2.91438  -0.34439
C  -2.13344  -1.87456  -0.23640
C  -3.27401  -1.98560  -1.08675
N  -1.96013  -0.81456  0.62649
C  -3.06527  -0.22105  1.42994
C  -3.72476  0.92879  0.68024
C  -4.10075  -1.26622  1.83736
C  -2.46058  0.33348  2.72363
H  -4.26556  -3.19771  -4.01894
H  -5.19770  -3.98034  -2.72403
H  -5.21707  -2.20782  -2.86501
H  -2.45459  -4.75759  -2.89829
H  -0.51915  -5.93655  -1.17174
H  0.16737  -5.02128  -2.52426
H  0.69560  -4.69584  -0.83121
H  -0.32028  -2.86935  0.35908
H  -4.11433  -1.29019  -0.97553
H  -4.03831  0.62968  -0.32207
H  -4.60449  1.24149  1.24539
H  -3.06195  1.79516  0.58419
H  -3.61556  -2.06767  2.39861
H  -4.83441  -0.78796  2.49606
H  -4.63575  -1.67578  0.97278
H  -1.77958  -0.39661  3.19203
H  -1.91766  1.27767  2.58055
H  -3.26590  0.53750  3.43342

Calculated values
Spin multiplicity ... 1
Energy ... -44101.1683 eV
Total charge ... 0

Here are the natural (NBO) charges for atoms 1 to 6, given in e: C -0.234; C -0.222; C 0.035; C -0.452; C -0.108; C -0.214